The following is a quantum chemistry calculation of a structure of composition C18H21N4O13Ti in a non-equilibrium geometry, from OMol25.

Output
Largest force on an atom ... 1.468 eV Å⁻¹
LUMO energy (alpha / beta) ... 2.074 / 2.079 eV
Spin multiplicity ... 3
E ... -74701.1127 eV
Charge ... -1

XYZ file:
```
57
Properties=species:S:1:pos:R:3:lowdin_spin:R:1
Ti 0.20 0.43 -0.62 1.629
O -1.62 3.80 0.25 0.005
C -0.80 2.96 0.60 0.006
O 0.11 2.44 -0.15 0.016
C -0.81 2.46 2.03 0.003
C -1.05 3.35 3.05 0.002
C -0.95 2.93 4.38 0.004
C -0.59 1.64 4.72 -0.001
C -0.35 0.77 3.68 0.003
C -0.52 1.09 2.30 0.008
O -0.49 0.21 1.33 0.021
N 0.08 -0.58 4.06 0.001
O 0.92 -1.13 3.37 0.001
O -0.36 -1.05 5.10 0.001
N -1.21 3.88 5.45 0.001
O -1.53 5.02 5.15 0.002
O -1.11 3.49 6.61 0.002
H -1.32 4.37 2.80 0.000
H -0.51 1.34 5.75 0.000
O 1.33 -1.78 -5.89 -0.001
C 0.33 -2.46 -5.37 0.000
O -0.21 -3.38 -5.95 0.001
C -0.11 -2.08 -4.00 0.008
C -1.09 -2.71 -3.30 0.031
N -1.20 -2.09 -2.12 0.026
N -0.33 -1.09 -1.99 0.029
C 0.33 -1.04 -3.15 0.062
C 1.31 0.03 -3.30 0.027
O 2.03 0.12 -4.30 0.035
O 1.34 0.83 -2.32 0.007
H 1.68 -1.06 -5.27 0.000
H -1.71 -3.55 -3.57 0.002
H -1.76 -2.35 -1.33 0.002
C -3.54 -0.17 -0.38 0.005
C -3.32 1.25 -0.86 0.003
O -2.02 1.34 -1.47 0.014
H -4.46 -0.23 0.21 0.000
H -2.71 -0.49 0.25 0.003
H -3.64 -0.86 -1.22 0.000
H -3.38 1.95 -0.03 0.000
H -4.08 1.52 -1.60 0.000
H -1.76 2.27 -1.48 0.001
C 0.90 -2.91 0.61 0.004
C 2.05 -2.27 -0.15 0.002
O 1.96 -0.84 -0.06 0.019
C 3.19 -0.15 0.16 0.006
C 4.17 -0.30 -0.98 0.000
H 1.08 -2.93 1.68 0.000
H 0.76 -3.94 0.25 0.000
H -0.03 -2.37 0.44 0.003
H 2.04 -2.55 -1.21 0.000
H 3.01 -2.57 0.28 0.000
H 3.60 -0.50 1.12 0.001
H 2.91 0.90 0.28 0.003
H 4.53 -1.33 -1.08 0.000
H 5.04 0.34 -0.80 0.000
H 3.71 0.01 -1.92 0.000
```